Formula: C29H28BrN5NbO5S2
Source: the OMol25 dataset
Level of theory: ωB97M-V with the def2-TZVPD basis set

Last column: Mulliken charge in e.
Geometry (Å):
Nb -0.52231 -0.17806 -1.29881  0.415
Br -0.47017 4.46237 -6.85929  -0.168
C -0.20649 2.75882 -5.90623  -0.271
C 0.84035 2.51129 -4.98793  -0.272
C 0.85685 1.34736 -4.24726  -0.601
C -0.25941 0.43534 -4.35034  0.082
C -1.12420 0.54445 -5.44792  -0.194
C -1.06781 1.71681 -6.25691  -0.576
N -0.38702 -0.59670 -3.43934  0.323
C -0.56673 -1.91912 -3.63446  -0.519
C -1.65144 -2.64121 -3.00284  1.087
C -1.95884 -3.99135 -3.39785  -0.831
C -2.80153 -4.71693 -2.60077  -0.363
C -3.30452 -4.15888 -1.39155  -0.697
C -3.09610 -2.80820 -1.10302  -0.044
N -2.31855 -2.06968 -1.91818  0.026
H 1.56357 3.24233 -4.67309  0.490
H 1.71182 1.13135 -3.58303  0.667
H -1.66392 -0.34167 -5.80934  0.398
H -1.76712 1.83814 -7.07022  0.434
H 0.00993 -2.48276 -4.38109  0.366
H -1.48456 -4.41889 -4.29803  0.383
H -3.06787 -5.80345 -2.74547  0.355
H -4.06591 -4.66703 -0.79376  0.422
H -3.44553 -2.32927 -0.16277  0.444
C 0.55956 2.68269 3.58099  -1.548
C 0.37350 1.62240 2.49498  0.741
C 0.06613 0.30362 3.19674  -0.737
N -0.03867 -0.71849 2.15586  0.508
C 0.77997 -1.48886 1.46865  0.250
S 0.46069 -2.10275 -0.20685  -0.529
N 1.91643 -2.02740 2.02117  0.063
C 2.49442 -1.68034 3.29813  0.177
O 3.55494 -1.07204 3.44286  -0.498
C 1.61007 -2.19104 4.43900  0.361
C 1.78571 -1.62437 5.68706  -0.330
C 1.16220 -2.07543 6.83565  -0.760
C 0.15244 -3.02378 6.70239  -0.333
C -0.05664 -3.63966 5.46228  -0.546
C 0.72229 -3.30983 4.36500  -0.245
H 0.94188 3.58969 3.14061  0.442
H 1.35331 2.40531 4.26125  0.376
H -0.37765 2.87980 4.17827  0.322
H 1.25102 1.46699 1.86445  0.183
H -0.48842 1.82946 1.82173  -0.190
H -0.91734 0.36348 3.70781  0.454
H 0.77780 0.12760 3.97929  0.109
H -0.94287 -0.65565 1.65703  0.137
H 2.53634 -2.43046 1.35234  0.263
H 2.52124 -0.84910 5.67151  0.501
H 1.41830 -1.61166 7.77530  0.406
H -0.60839 -3.21718 7.49737  0.348
H -0.83899 -4.38712 5.30268  0.371
H 0.55339 -3.89098 3.47261  0.412
O -2.76791 2.64417 0.08479  -0.623
S -2.82022 1.32694 -0.58784  1.232
O -1.97912 0.23334 0.25965  -0.754
O -4.19214 0.85749 -0.82197  -0.632
O -1.97868 1.19840 -1.84370  -0.421
N 0.77593 0.98769 -1.03525  -0.141
C 1.25940 2.20761 -1.13301  0.611
C 0.47264 3.30948 -0.74576  0.070
C 1.00410 4.57274 -0.76707  -0.894
C 2.26787 4.77551 -1.30184  -0.454
C 3.01002 3.68344 -1.81718  -0.726
C 2.54574 2.41725 -1.71040  -0.173
H -0.51010 3.11191 -0.25777  0.224
H 0.47431 5.38604 -0.21644  0.365
H 2.73087 5.76977 -1.27316  0.415
H 4.07147 3.84723 -2.16973  0.337
H 3.16065 1.53104 -1.92996  0.498

Forces on atoms 1 to 2 (eV/Å):
-1.7 1.5 0.6
0.5 -1.3 0.9

Summary:
Relative energy (zero: lowest compared OMol25 entry of this formula, charge and spin): 123.57 kJ/mol
DFT total energy: -5199.03703 a.u.
Net charge: +1
E_LUMO (spin up / spin down): -5.44 / -5.44 eV
Gap between HOMO and LUMO (spin up / spin down): 5.294 / 5.293 eV